(1)
{
  "formula": "C50H49N9OP2ReSSe2",
  "method": "ωB97M-V with the def2-TZVPD basis set",
  "multiplicity": 4,
  "lumo_energy_ev": [-4.86, -6.78],
  "charge": 2,
  "gap_ev": [6.00, 4.08],
  "s2": 3.78,
  "species": ["Re", "Se", "P", "C", "C", "C", "C", "C", "C", "C", "C", "C", "C", "C", "C", "C", "C", "N", "N", "N", "P", "Se", "C", "C", "C", "C", "C", "C", "C", "C", "C", "C", "C", "C", "H", "H", "H", "H", "H", "H", "H", "H", "H", "H", "H", "H", "H", "H", "H", "H", "H", "H", "H", "H", "C", "C", "C", "O", "C", "H", "H", "H", "H", "H", "H", "H", "H", "N", "S", "C", "C", "C", "C", "C", "C", "C", "C", "C", "C", "C", "C", "H", "H", "H", "H", "H", "H", "H", "H", "H", "H", "H", "N", "C", "N", "C", "N", "N", "C", "N", "C", "C", "C", "C", "C", "H", "H", "H", "H", "H", "H", "H", "H", "H", "H"],
  "positions_angstrom": [[-1.228, 0.408, -0.762], [3.244, -3.362, 3.023], [3.861, -2.043, 1.417], [4.947, -0.822, 2.130], [6.298, -0.793, 1.784], [7.133, 0.135, 2.389], [6.624, 1.018, 3.334], [5.280, 0.978, 3.688], [4.436, 0.052, 3.096], [4.693, -2.867, 0.066], [4.870, -2.168, -1.130], [5.542, -2.771, -2.179], [6.031, -4.066, -2.039], [5.846, -4.762, -0.854], [5.173, -4.165, 0.206], [2.303, -1.393, 0.797], [1.678, -0.273, 0.279], [0.368, -0.633, 0.133], [0.209, -1.905, 0.527], [1.356, -2.366, 0.924], [2.079, 1.454, -0.051], [0.419, 2.275, -1.208], [3.653, 1.661, -0.891], [4.828, 1.287, -0.232], [6.057, 1.464, -0.842], [6.122, 2.035, -2.108], [4.960, 2.430, -2.757], [3.722, 2.246, -2.155], [2.204, 2.244, 1.550], [1.238, 1.940, 2.512], [1.276, 2.576, 3.741], [2.271, 3.514, 4.008], [3.224, 3.821, 3.048], [3.196, 3.186, 1.813], [6.692, -1.486, 1.050], [8.184, 0.162, 2.129], [7.284, 1.735, 3.808], [4.892, 1.660, 4.434], [3.387, 0.016, 3.373], [4.485, -1.161, -1.245], [5.684, -2.233, -3.108], [6.558, -4.534, -2.862], [6.220, -5.773, -0.751], [5.024, -4.707, 1.131], [4.781, 0.886, 0.773], [6.963, 1.173, -0.323], [7.084, 2.182, -2.585], [5.014, 2.889, -3.737], [2.823, 2.553, -2.670], [0.450, 1.228, 2.297], [0.523, 2.353, 4.486], [2.294, 4.012, 4.969], [3.985, 4.563, 3.254], [3.934, 3.435, 1.059], [-1.233, -0.868, -4.798], [0.220, -0.333, -4.681], [0.640, -0.681, -3.261], [-0.611, -0.729, -2.529], [-1.569, -1.391, -3.404], [-1.321, -1.661, -5.538], [-1.918, -0.072, -5.088], [0.248, 0.747, -4.825], [0.890, -0.784, -5.410], [1.278, 0.054, -2.785], [1.103, -1.666, -3.198], [-2.566, -1.148, -3.054], [-1.405, -2.465, -3.319], [-2.532, 1.385, -2.149], [-3.889, 2.245, -2.293], [-3.900, 3.469, -1.007], [-5.048, 3.744, -0.272], [-5.020, 4.796, 0.633], [-3.870, 5.556, 0.788], [-2.738, 5.279, 0.032], [-2.751, 4.238, -0.882], [-5.252, 1.220, -1.826], [-5.305, 0.628, -0.569], [-6.366, -0.208, -0.278], [-7.353, -0.450, -1.233], [-7.286, 0.145, -2.485], [-6.225, 0.991, -2.790], [-2.065, 1.438, -3.047], [-5.946, 3.154, -0.389], [-5.893, 5.004, 1.238], [-3.858, 6.367, 1.505], [-1.843, 5.877, 0.147], [-1.878, 4.024, -1.481], [-4.538, 0.837, 0.168], [-6.442, -0.661, 0.704], [-8.189, -1.097, -0.990], [-8.061, -0.037, -3.220], [-6.160, 1.473, -3.759], [-4.082, 3.789, 4.126], [-3.401, 3.034, 3.575], [-2.651, 2.097, 3.016], [-2.303, 1.752, 1.876], [-1.871, 1.252, 0.895], [-2.538, -1.171, -0.360], [-2.951, -2.025, 0.305], [-3.386, -2.995, 1.053], [-4.324, -2.740, 2.175], [-5.607, -3.530, 1.969], [-5.310, -5.010, 1.713], [-4.353, -5.186, 0.531], [-3.065, -4.412, 0.765], [-4.501, -1.668, 2.239], [-3.823, -3.057, 3.092], [-6.152, -3.113, 1.117], [-6.239, -3.407, 2.851], [-6.237, -5.551, 1.527], [-4.861, -5.450, 2.610], [-4.825, -4.821, -0.387], [-4.111, -6.239, 0.379], [-2.396, -4.447, -0.090], [-2.531, -4.810, 1.631]]
}

***

(2)
{
  "formula": "C50H50IrN13O5Sb",
  "method": "ωB97M-V with the def2-TZVPD basis set",
  "multiplicity": 2,
  "lumo_energy_ev": [-10.60, -12.66],
  "charge": 4,
  "gap_ev": [5.43, 3.37],
  "s2": 0.75,
  "species": ["Ir", "O", "N", "O", "C", "C", "C", "C", "C", "C", "N", "C", "C", "N", "C", "C", "C", "C", "H", "H", "H", "H", "H", "H", "H", "O", "C", "C", "C", "C", "N", "C", "C", "C", "C", "C", "C", "O", "C", "C", "N", "H", "H", "H", "H", "H", "H", "H", "H", "H", "H", "H", "H", "C", "N", "C", "N", "C", "N", "C", "C", "C", "C", "C", "C", "C", "N", "N", "C", "O", "C", "C", "C", "C", "C", "C", "N", "C", "N", "C", "N", "C", "H", "H", "H", "H", "H", "H", "H", "H", "H", "H", "H", "H", "H", "H", "H", "H", "C", "C", "Sb", "C", "C", "C", "C", "H", "H", "H", "H", "H", "H", "H", "H", "H", "H", "H", "H", "H", "H", "H"],
  "positions_angstrom": [[0.644, 0.415, 0.258], [6.513, -4.066, 0.059], [5.414, -4.188, -0.410], [5.070, -4.942, -1.291], [4.355, -3.330, 0.165], [4.392, -3.111, 1.494], [3.417, -2.263, 2.118], [3.352, -2.025, 3.503], [2.381, -1.179, 3.989], [1.519, -0.539, 3.098], [1.565, -0.739, 1.785], [2.487, -1.616, 1.306], [2.447, -1.874, -0.106], [1.470, -1.222, -0.794], [1.367, -1.447, -2.098], [2.225, -2.315, -2.773], [3.227, -2.967, -2.090], [3.356, -2.754, -0.703], [5.168, -3.570, 2.093], [4.058, -2.504, 4.169], [2.282, -0.992, 5.048], [0.783, 0.167, 3.462], [0.575, -0.929, -2.620], [2.096, -2.470, -3.835], [3.889, -3.651, -2.602], [-4.143, 0.819, 5.239], [-4.094, -0.370, 4.501], [-3.031, -0.220, 3.452], [-2.601, -1.304, 2.685], [-1.615, -1.117, 1.743], [-1.039, 0.077, 1.525], [-1.433, 1.135, 2.275], [-2.426, 1.012, 3.231], [-0.712, 2.399, 2.002], [-0.888, 3.573, 2.708], [-0.200, 4.718, 2.317], [-0.329, 5.991, 3.098], [-1.295, 5.795, 4.092], [0.606, 4.637, 1.181], [0.755, 3.430, 0.537], [0.135, 2.312, 0.956], [-4.779, 0.742, 5.961], [-5.045, -0.581, 3.993], [-3.860, -1.244, 5.121], [-3.023, -2.290, 2.831], [-1.234, -1.943, 1.156], [-2.732, 1.855, 3.834], [-1.556, 3.634, 3.555], [-0.585, 6.806, 2.412], [0.658, 6.225, 3.522], [-1.448, 6.615, 4.577], [1.126, 5.506, 0.797], [1.383, 3.346, -0.338], [-1.183, 3.196, -4.286], [-1.060, 2.393, -3.057], [-0.005, 1.800, -2.520], [-0.378, 1.174, -1.395], [-1.709, 1.488, -1.293], [-2.146, 2.208, -2.285], [-1.014, 4.671, -4.013], [-1.919, 5.591, -4.535], [-1.726, 6.955, -4.332], [-0.634, 7.408, -3.615], [0.280, 6.484, -3.101], [0.082, 5.120, -3.298], [1.474, 6.936, -2.412], [1.836, 8.138, -2.098], [3.069, 8.033, -1.498], [3.370, 6.774, -1.489], [2.390, 6.000, -2.037], [4.559, 6.111, -0.985], [5.592, 6.852, -0.402], [6.717, 6.196, 0.060], [6.818, 4.811, -0.036], [5.790, 4.074, -0.615], [5.870, 2.567, -0.692], [4.637, 1.990, -0.130], [3.606, 1.412, -0.728], [2.651, 1.179, 0.181], [3.191, 1.673, 1.340], [4.386, 2.157, 1.178], [4.668, 4.727, -1.098], [-2.176, 2.986, -4.675], [-0.443, 2.830, -4.999], [0.976, 1.789, -2.964], [-2.337, 1.167, -0.480], [-2.772, 5.251, -5.110], [-2.430, 7.664, -4.746], [-0.465, 8.465, -3.460], [0.816, 4.422, -2.912], [5.500, 7.927, -0.326], [7.524, 6.762, 0.505], [7.701, 4.311, 0.340], [6.700, 2.196, -0.094], [5.971, 2.192, -1.712], [3.577, 1.154, -1.774], [2.694, 1.665, 2.292], [3.866, 4.171, -1.570], [-2.501, -5.197, -2.424], [-1.568, -4.174, -1.776], [-2.555, -2.260, -1.754], [-4.430, -2.625, -0.777], [-5.077, -1.392, -0.159], [-3.093, -1.787, -3.782], [-4.282, -0.842, -3.871], [-2.020, -6.177, -2.379], [-2.689, -4.984, -3.475], [-3.453, -5.288, -1.901], [-0.631, -4.057, -2.317], [-1.349, -4.415, -0.736], [-4.236, -3.407, -0.044], [-5.045, -3.041, -1.579], [-4.486, -0.997, 0.669], [-6.058, -1.660, 0.235], [-5.230, -0.597, -0.889], [-3.312, -2.773, -4.200], [-2.207, -1.395, -4.279], [-5.160, -1.233, -3.357], [-4.559, -0.723, -4.920], [-4.053, 0.149, -3.476]]
}

***

(3)
{
  "formula": "C50H51AgN4P2Si",
  "method": "ωB97M-V with the def2-TZVPD basis set",
  "multiplicity": 1,
  "lumo_energy_ev": 0.24,
  "gap_ev": 6.60,
  "species": ["Ag", "C", "N", "C", "P", "C", "C", "C", "C", "C", "C", "C", "C", "C", "C", "C", "C", "C", "C", "C", "C", "C", "C", "P", "C", "C", "C", "C", "C", "C", "C", "C", "C", "C", "C", "C", "H", "H", "H", "H", "H", "H", "H", "H", "H", "H", "H", "H", "H", "H", "H", "H", "H", "H", "H", "H", "H", "H", "H", "H", "H", "H", "H", "H", "H", "N", "C", "C", "C", "C", "C", "C", "C", "C", "N", "C", "H", "H", "H", "H", "H", "H", "H", "H", "C", "Si", "C", "C", "N", "C", "C", "C", "C", "C", "C", "H", "H", "H", "H", "H", "H", "H", "H", "H", "H", "H", "H", "H", "H"],
  "positions_angstrom": [[0.218, 0.123, 0.938], [1.020, 2.107, -1.806], [2.257, 2.478, -1.148], [3.235, 1.419, -1.039], [2.706, 0.116, 0.192], [3.462, 0.621, 1.783], [4.495, 1.535, 1.947], [4.980, 1.809, 3.216], [4.465, 1.158, 4.325], [3.437, 0.243, 4.170], [2.937, -0.016, 2.907], [3.874, -1.224, -0.257], [4.154, -1.537, -1.586], [5.065, -2.530, -1.897], [5.674, -3.257, -0.889], [5.325, -3.023, 0.430], [4.426, -2.021, 0.745], [2.805, 3.764, -1.363], [3.455, 4.376, -0.290], [4.067, 5.603, -0.440], [4.048, 6.244, -1.670], [3.392, 5.654, -2.736], [2.772, 4.427, -2.587], [-0.249, 2.258, -0.435], [-0.272, 4.091, -0.480], [0.349, 4.834, 0.512], [0.359, 6.218, 0.443], [-0.265, 6.865, -0.609], [-0.879, 6.126, -1.606], [-0.875, 4.747, -1.549], [-1.874, 1.917, -1.192], [-2.976, 2.665, -0.779], [-4.235, 2.386, -1.274], [-4.413, 1.352, -2.179], [-3.329, 0.584, -2.570], [-2.069, 0.853, -2.067], [1.080, 1.079, -2.174], [0.766, 2.779, -2.630], [4.196, 1.847, -0.747], [3.379, 0.929, -2.015], [4.930, 2.042, 1.098], [5.773, 2.534, 3.334], [4.861, 1.366, 5.309], [3.012, -0.252, 5.031], [2.128, -0.725, 2.787], [3.667, -1.008, -2.393], [5.300, -2.746, -2.930], [6.407, -4.012, -1.131], [5.756, -3.626, 1.215], [4.155, -1.848, 1.776], [3.461, 3.875, 0.667], [4.563, 6.070, 0.400], [4.548, 7.192, -1.800], [3.384, 6.145, -3.700], [2.283, 3.980, -3.442], [0.826, 4.327, 1.337], [0.850, 6.793, 1.214], [-0.276, 7.942, -0.658], [-1.366, 6.624, -2.429], [-1.352, 4.173, -2.331], [-2.842, 3.460, -0.059], [-5.082, 2.978, -0.960], [-5.396, 1.146, -2.575], [-3.470, -0.226, -3.274], [-1.234, 0.226, -2.348], [-2.477, -0.459, 0.947], [-2.724, -1.728, 0.491], [-3.998, -2.266, 0.529], [-4.259, -3.558, 0.082], [-3.253, -4.338, -0.423], [-1.948, -3.825, -0.522], [-0.875, -4.590, -1.024], [0.352, -4.004, -1.169], [0.489, -2.648, -0.844], [-0.466, -1.919, -0.315], [-1.675, -2.491, -0.109], [-3.285, -0.023, 1.370], [-1.656, -0.362, 1.565], [-4.802, -1.672, 0.942], [-5.263, -3.946, 0.154], [-3.442, -5.340, -0.771], [-1.037, -5.628, -1.275], [1.208, -4.554, -1.530], [1.431, -2.146, -1.038], [0.755, 2.604, 3.460], [-0.705, 1.432, 3.879], [-2.220, 2.216, 3.002], [-1.057, 1.758, 5.733], [-0.414, -0.099, 3.185], [-0.236, -1.309, 3.778], [-0.454, -1.535, 5.148], [-0.229, -2.765, 5.723], [0.190, -3.845, 4.961], [0.398, -3.655, 3.605], [0.205, -2.417, 3.029], [0.440, 3.642, 3.505], [1.094, 2.399, 2.444], [1.612, 2.490, 4.115], [-2.336, 3.251, 3.309], [-3.140, 1.698, 3.259], [-2.117, 2.206, 1.919], [-1.117, 2.827, 5.921], [-0.273, 1.356, 6.369], [-2.005, 1.325, 6.044], [-0.796, -0.712, 5.750], [-0.362, -2.882, 6.789], [0.363, -4.812, 5.413], [0.738, -4.480, 2.990], [0.422, -2.286, 1.970]]
}

***

(4)
{
  "formula": "C50H51Cl3GeLuP3S3Te",
  "method": "ωB97M-V with the def2-TZVPD basis set",
  "multiplicity": 2,
  "lumo_energy_ev": [-2.42, -4.50],
  "charge": 1,
  "gap_ev": [7.49, 5.41],
  "s2": 0.75,
  "species": ["Lu", "C", "C", "P", "C", "C", "C", "C", "C", "C", "C", "C", "C", "C", "C", "C", "P", "C", "C", "C", "C", "C", "C", "C", "C", "C", "C", "C", "C", "H", "H", "H", "H", "H", "H", "H", "H", "H", "H", "H", "H", "H", "H", "H", "H", "H", "H", "H", "H", "H", "H", "H", "H", "C", "C", "S", "C", "C", "S", "C", "C", "S", "H", "H", "H", "H", "H", "H", "H", "H", "H", "H", "H", "H", "Cl", "Ge", "Cl", "Cl", "Te", "C", "C", "C", "C", "C", "C", "P", "C", "C", "C", "C", "C", "C", "C", "C", "C", "C", "C", "C", "H", "H", "H", "H", "H", "H", "H", "H", "H", "H", "H", "H", "H", "H", "H"],
  "positions_angstrom": [[12.627, 14.977, 13.939], [14.368, 10.897, 11.846], [13.980, 11.246, 13.315], [14.619, 12.833, 13.912], [16.048, 13.237, 12.900], [17.223, 12.492, 12.921], [18.183, 12.625, 11.906], [17.874, 13.471, 10.842], [16.679, 14.164, 10.743], [15.752, 13.982, 11.782], [15.427, 12.564, 15.546], [16.506, 13.461, 15.898], [16.981, 13.496, 17.183], [16.493, 12.516, 18.103], [15.504, 11.665, 17.797], [14.917, 11.695, 16.518], [13.472, 9.496, 11.105], [14.183, 9.771, 9.481], [15.155, 9.016, 8.883], [15.625, 9.282, 7.586], [15.327, 10.404, 6.921], [14.369, 11.273, 7.532], [13.754, 10.958, 8.723], [14.295, 7.971, 11.702], [13.997, 6.781, 10.992], [14.516, 5.536, 11.224], [15.568, 5.455, 12.249], [15.925, 6.570, 12.909], [15.346, 7.822, 12.639], [15.480, 10.859, 11.572], [14.098, 11.733, 11.128], [14.444, 10.491, 13.991], [12.925, 11.280, 13.549], [17.365, 11.714, 13.710], [19.096, 12.041, 11.862], [18.649, 13.601, 10.107], [16.630, 14.842, 9.878], [14.784, 14.413, 11.701], [16.807, 14.197, 15.164], [17.763, 14.203, 17.519], [17.036, 12.327, 19.044], [15.194, 10.897, 18.557], [14.069, 11.189, 16.257], [15.625, 8.091, 9.331], [16.412, 8.660, 7.209], [15.747, 10.632, 5.973], [14.189, 12.278, 7.077], [12.902, 11.594, 9.056], [13.119, 6.733, 10.321], [14.295, 4.644, 10.578], [16.058, 4.542, 12.577], [16.652, 6.591, 13.728], [15.689, 8.717, 13.140], [12.265, 17.879, 19.995], [12.599, 19.176, 19.312], [12.319, 19.301, 17.526], [14.012, 19.264, 16.930], [14.915, 17.950, 17.022], [13.994, 16.295, 16.598], [14.183, 15.166, 17.961], [13.250, 15.269, 19.167], [13.622, 16.693, 20.241], [11.407, 17.351, 19.508], [12.017, 18.086, 21.077], [13.560, 19.462, 19.647], [11.859, 19.952, 19.559], [14.634, 20.085, 17.340], [13.863, 19.409, 15.804], [15.286, 17.766, 18.024], [15.684, 18.046, 16.212], [15.210, 15.159, 18.309], [14.171, 14.192, 17.515], [13.485, 14.403, 19.724], [12.184, 15.311, 18.881], [11.903, 13.100, 15.861], [9.980, 14.254, 16.785], [8.205, 13.379, 15.968], [10.337, 15.898, 14.919], [11.542, 13.761, 11.751], [17.358, 19.452, 14.485], [16.122, 20.093, 14.141], [15.067, 19.333, 13.733], [15.228, 18.061, 13.380], [16.441, 17.397, 13.634], [17.469, 18.037, 14.235], [13.863, 17.105, 12.583], [12.595, 18.318, 12.525], [12.271, 19.148, 11.385], [11.193, 19.936, 11.417], [10.383, 19.862, 12.537], [10.570, 19.042, 13.675], [11.758, 18.333, 13.645], [14.558, 16.985, 10.907], [15.734, 17.628, 10.573], [16.223, 17.561, 9.336], [15.502, 16.788, 8.343], [14.311, 16.166, 8.647], [13.854, 16.232, 9.946], [18.192, 20.055, 14.712], [16.030, 21.141, 14.289], [14.173, 19.963, 13.488], [16.630, 16.272, 13.354], [18.508, 17.672, 14.383], [12.995, 19.087, 10.556], [10.909, 20.636, 10.620], [9.481, 20.433, 12.586], [9.808, 18.938, 14.448], [11.966, 17.812, 14.581], [16.130, 18.346, 11.272], [17.001, 18.159, 8.899], [15.781, 16.846, 7.306], [13.769, 15.870, 7.781], [12.960, 15.705, 10.136]]
}